The following is a DFT calculation (wB97M-V/def2-TZVPD) of a cluster of 3 separate species, C31H26O4P in total.

Its total charge is -1. As for the highest occupied orbital energy: -2.90 eV. For the energy above the lowest of the compared OMol25 structures with the same formula, charge and spin, the calculation gives 10.3 kcal/mol. For the frontier orbital gap, the calculation gives 3.3 eV. The LUMO energy comes out at 0.4 eV.

```
62
Properties=species:S:1:pos:R:3:forces:R:3
C 1.616572 3.069962 -5.133234 0.4 -0.6 -0.1
C 2.972166 2.896446 -5.069539 -0.4 0.8 1.2
P 4.164365 4.281538 -5.757306 0.0 0.6 0.7
C 4.004038 5.607269 -4.397068 0.4 -0.3 0.0
H 0.988781 2.527005 -5.839384 -0.5 -0.9 1.1
H 1.148833 3.823260 -4.499699 0.0 1.2 -1.3
H 3.463723 2.018108 -4.646486 0.3 -0.7 -1.8
H 5.314342 3.672776 -5.030187 0.0 0.0 0.0
H 4.188728 3.170147 -6.747254 -0.1 -0.2 0.1
H 3.027565 4.844108 -6.512133 -0.1 0.0 0.1
H 5.082070 5.094066 -6.574206 0.1 0.0 0.1
H 4.993841 6.023464 -4.187793 0.0 0.1 -0.1
H 3.682516 5.077959 -3.495547 -0.2 0.0 0.0
H 3.298564 6.396263 -4.662142 0.0 0.0 0.0
C 1.136999 3.003183 -1.353670 0.1 0.0 0.0
C 0.460018 4.198938 -1.557741 0.0 0.0 0.0
C -0.917355 4.250742 -1.422271 0.1 0.0 0.0
C -1.626542 3.103769 -1.091468 0.0 -0.1 0.0
C -0.945135 1.894527 -0.905642 -0.1 0.0 0.0
C 0.437205 1.853218 -1.030683 0.1 0.0 0.0
C -1.678543 0.642499 -0.595970 0.0 0.0 0.0
O -1.102125 -0.413796 -0.425781 0.0 0.0 0.0
C -3.168638 0.708907 -0.502789 0.0 0.0 0.0
C -3.882898 -0.458798 -0.263216 -0.1 -0.1 0.0
C -5.262162 -0.416853 -0.160487 0.0 0.0 0.0
C -5.934362 0.794137 -0.289053 0.0 0.0 0.0
C -5.227400 1.958975 -0.531180 -0.1 0.0 0.0
C -3.843606 1.920006 -0.646307 0.1 0.0 0.0
C -3.102312 3.187132 -0.936927 0.0 0.0 0.0
O -3.699632 4.237866 -1.042307 0.0 0.0 0.0
H 2.212276 2.970519 -1.462933 0.0 0.0 -0.1
H 1.012172 5.089412 -1.827628 0.0 0.0 0.0
H -1.454639 5.176065 -1.576886 0.0 0.0 0.0
H 0.954255 0.915876 -0.881218 0.0 0.0 0.0
H -3.346190 -1.392303 -0.161250 0.1 0.0 0.0
H -5.817099 -1.328078 0.021656 0.0 0.0 0.0
H -7.012820 0.826454 -0.202820 0.0 0.0 0.0
H -5.735604 2.907511 -0.637291 0.0 0.0 0.0
C 1.265728 -5.179714 7.378728 0.0 0.0 0.0
C 1.421108 -3.797471 7.394574 0.0 0.0 0.0
C 1.166002 -3.056401 6.254045 0.0 0.0 0.1
C 0.763176 -3.694835 5.087756 0.0 0.0 -0.1
C 0.625907 -5.082519 5.066466 0.0 0.0 -0.1
C 0.869797 -5.820830 6.218166 0.0 0.0 0.1
C 0.233998 -5.799138 3.815728 0.0 0.0 0.0
O 0.108942 -7.005983 3.805010 0.0 0.0 0.0
C 0.010950 -4.982930 2.590369 0.0 0.0 0.1
C -0.303309 -5.628381 1.401452 0.0 0.0 -0.1
C -0.526558 -4.888446 0.252435 0.0 0.0 0.0
C -0.445759 -3.500858 0.284649 0.0 0.0 0.0
C -0.128794 -2.851176 1.465914 0.0 0.0 -0.1
C 0.108190 -3.587867 2.619590 0.0 0.0 0.1
C 0.477078 -2.870421 3.873006 0.0 0.0 0.0
O 0.548155 -1.662049 3.915453 0.0 0.0 0.0
H 1.458617 -5.756459 8.273964 0.0 0.0 0.0
H 1.740827 -3.298876 8.300324 0.0 0.0 0.0
H 1.277335 -1.980841 6.251897 0.0 0.0 -0.1
H 0.749073 -6.894954 6.188752 0.0 0.0 -0.1
H -0.366877 -6.707733 1.389219 0.0 0.0 0.1
H -0.766325 -5.393609 -0.674261 0.0 0.0 0.0
H -0.626925 -2.918204 -0.608323 0.0 0.0 0.0
H -0.062301 -1.772584 1.490924 0.0 0.0 0.0
```
Positions in Å, forces in eV/Å.

These are the Löwdin partial charges, in e, on atoms 1 to 4: -0.19 -0.42 0.22 -0.36